# 1
DFT (wB97M-V/def2-TZVPD) results for C56H42As2BrCrN2S2 as an isolated structure.

Its HOMO energy (spin up / spin down) is -12.40 / -12.39 eV. For the LUMO energy (spin up / spin down), the calculation gives -6.140 / -5.702 eV. The frontier orbital gap (spin up / spin down) is 6.26 / 6.69 eV. Its total charge is +2. Its spin multiplicity is 2. Its energy above the lowest of the compared OMol25 structures with the same formula, charge and spin is 1.3 kcal/mol.

Last column: Löwdin charge in e.
Element x y z (Å)
Cr (0.6093, -0.4639, 0.4041)  0.23
S (-0.6885, 3.0043, 6.5311)  1.08
C (-0.9198, 2.0113, 7.8982)  -0.39
C (-0.8527, 0.6895, 7.5824)  -0.16
C (-0.5995, 0.4806, 6.2003)  -0.12
C (-0.4797, 1.6505, 5.5015)  -0.51
C (-0.2077, 1.8375, 4.0683)  -0.18
C (-0.3643, 0.6963, 3.1950)  -0.01
N (-0.0130, 0.6937, 1.9556)  0.02
C (0.3713, 1.8844, 1.2508)  -0.30
C (0.4555, 3.1717, 2.1247)  -0.15
C (1.0046, 4.3655, 1.3271)  -0.07
C (1.0021, 3.9820, -0.8587)  -0.08
C (0.9439, 2.7787, -1.7587)  -0.08
C (0.7371, 2.7354, -3.1278)  0.06
C (0.6139, 1.4997, -3.7837)  -0.17
C (0.7072, 0.3315, -3.0249)  -0.05
N (0.9464, 0.3617, -1.7105)  0.07
C (1.0702, 1.5574, -1.1369)  -0.23
C (0.3464, 1.4109, -5.2262)  -0.50
C (0.3124, 0.2877, -6.0068)  -0.11
C (0.0010, 0.5662, -7.3626)  -0.16
C (-0.1926, 1.8960, -7.5820)  -0.38
S (0.0010, 2.8102, -6.1562)  1.07
C (0.3279, 2.9655, 3.5426)  0.08
H (-1.1015, 2.4568, 8.8618)  0.08
H (-0.9719, -0.1030, 8.3044)  0.11
H (-0.4924, -0.5032, 5.7670)  0.10
H (-0.6735, -0.2528, 3.6184)  0.12
H (1.0453, 5.2874, 1.9009)  0.16
H (0.9892, 4.8848, -1.4688)  0.15
H (0.6438, 3.6591, -3.6886)  0.11
H (0.5825, -0.6432, -3.4776)  0.12
H (0.5084, -0.7100, -5.6416)  0.11
H (-0.0669, -0.1830, -8.1358)  0.11
H (-0.4343, 2.3882, -8.5091)  0.08
H (0.6907, 3.7476, 4.2018)  0.13
Br (3.0191, -0.9738, 1.0359)  1.01
C (3.7028, 0.8135, 0.9994)  -0.49
C (5.0133, 1.0982, 1.3208)  -0.07
C (5.3898, 2.4347, 1.2478)  -0.04
C (4.4760, 3.4145, 0.8759)  0.01
C (3.1580, 3.0937, 0.5681)  -0.09
C (2.1351, 4.1520, 0.2608)  -0.08
C (-0.0883, 4.1446, 0.2560)  -0.10
C (-0.6348, 2.9409, 1.0533)  -0.03
C (1.3793, 1.4001, 0.2730)  -0.27
C (2.7741, 1.7533, 0.6286)  -0.16
H (5.7130, 0.3287, 1.6111)  0.12
H (6.4078, 2.7102, 1.4832)  0.12
H (4.7958, 4.4478, 0.8264)  0.13
H (2.6618, 5.0882, 0.0864)  0.15
H (-0.8429, 4.9033, 0.0682)  0.15
H (-1.6795, 2.7633, 1.2838)  0.16
C (-1.4479, -3.3831, -0.3163)  -0.38
C (-2.0633, -2.2993, -1.1834)  -0.39
As (-1.7924, -0.4992, -0.4597)  1.33
C (-2.2674, 0.6218, -1.9577)  -0.36
C (-2.2550, 2.0043, -1.7999)  -0.12
C (-2.6138, 2.8338, -2.8526)  -0.06
C (-2.9773, 2.2868, -4.0744)  -0.06
C (-2.9892, 0.9094, -4.2376)  -0.05
C (-2.6429, 0.0753, -3.1832)  -0.09
C (-3.1772, -0.2679, 0.8502)  -0.37
C (-3.1421, -1.1017, 1.9681)  -0.13
C (-4.1087, -0.9907, 2.9555)  -0.06
C (-5.1073, -0.0321, 2.8380)  -0.05
C (-5.1329, 0.8088, 1.7366)  -0.05
C (-4.1710, 0.6955, 0.7386)  -0.09
As (0.4294, -2.9762, 0.0345)  1.23
C (1.3200, -3.6728, -1.5182)  -0.38
C (1.1200, -4.9997, -1.8966)  -0.10
C (1.7290, -5.4860, -3.0431)  -0.05
C (2.5347, -4.6529, -3.8104)  -0.05
C (2.7380, -3.3352, -3.4309)  -0.06
C (2.1295, -2.8412, -2.2834)  -0.13
C (0.8960, -4.1313, 1.4918)  -0.39
C (2.0045, -4.9669, 1.4260)  -0.10
C (2.3409, -5.7466, 2.5262)  -0.05
C (1.5801, -5.6872, 3.6833)  -0.06
C (0.4793, -4.8424, 3.7529)  -0.06
C (0.1406, -4.0590, 2.6610)  -0.12
H (-1.4792, -4.3542, -0.8149)  0.08
H (-1.9564, -3.4932, 0.6419)  0.06
H (-3.1338, -2.4511, -1.3342)  0.10
H (-1.5774, -2.2995, -2.1624)  0.07
H (-1.9616, 2.4473, -0.8579)  0.08
H (-2.6100, 3.9078, -2.7180)  0.12
H (-3.2556, 2.9312, -4.8970)  0.12
H (-3.2741, 0.4783, -5.1878)  0.12
H (-2.6774, -0.9929, -3.3402)  0.10
H (-2.3543, -1.8388, 2.0887)  0.07
H (-4.0824, -1.6484, 3.8139)  0.11
H (-5.8642, 0.0568, 3.6047)  0.12
H (-5.9110, 1.5542, 1.6430)  0.12
H (-4.2263, 1.3446, -0.1267)  0.10
H (0.5031, -5.6627, -1.3001)  0.11
H (1.5785, -6.5161, -3.3360)  0.12
H (3.0106, -5.0382, -4.7018)  0.12
H (3.3774, -2.6922, -4.0215)  0.11
H (2.3004, -1.8142, -1.9851)  0.06
H (2.6042, -5.0219, 0.5257)  0.10
H (3.1978, -6.4044, 2.4743)  0.12
H (1.8438, -6.3002, 4.5339)  0.12
H (-0.1145, -4.7983, 4.6560)  0.11
H (-0.7234, -3.4045, 2.7284)  0.08



# 2
DFT (wB97M-V/def2-TZVPD) results for C56H42AsBCl4F3N6O4STa as an isolated structure at a distorted geometry.

Its HOMO energy (spin up / spin down) is -7.80 / -7.80 eV. For the LUMO energy (spin up / spin down), the calculation gives -0.922 / -0.923 eV. The frontier orbital gap (spin up / spin down) is 6.88 / 6.87 eV. Its total charge is 0. Its energy above the lowest of the compared OMol25 structures with the same formula, charge and spin is 33.1 kcal/mol.

Last column: Löwdin charge in e.
Element x y z (Å)
Ta (-11.7580, -11.1899, 13.4161)  1.79
C (-16.1346, -9.6349, 9.8774)  0.00
C (-14.7282, -9.7704, 10.2360)  -0.28
C (-13.5986, -9.4184, 9.4799)  0.04
C (-12.5120, -9.8650, 10.2361)  -0.25
N (-12.8815, -10.4260, 11.3611)  0.02
N (-14.2454, -10.2864, 11.3528)  0.04
B (-15.0099, -10.7226, 12.5920)  -0.57
N (-14.5513, -9.9349, 13.7843)  0.06
N (-13.2677, -9.4267, 13.7524)  0.01
C (-13.1130, -8.6909, 14.8361)  -0.26
C (-14.2925, -8.6279, 15.5644)  0.04
C (-15.1220, -9.4492, 14.8976)  -0.26
C (-16.5560, -9.9421, 15.1591)  0.01
C (-11.9751, -7.7620, 15.0367)  -0.13
C (-11.5626, -7.3893, 16.3330)  -0.05
C (-10.5150, -6.5404, 16.5166)  -0.11
C (-9.8852, -5.9439, 15.4429)  -0.06
C (-10.4473, -6.1044, 14.1349)  -0.07
C (-11.4464, -7.0003, 13.9530)  -0.04
N (-14.7322, -12.2426, 12.7255)  0.05
N (-13.5206, -12.7105, 13.1207)  0.00
C (-13.6442, -14.0693, 13.2239)  -0.25
C (-14.8372, -14.4695, 12.7244)  0.03
C (-15.5444, -13.2904, 12.3928)  -0.19
C (-17.0117, -13.0923, 11.9843)  0.00
C (-12.8461, -14.9699, 14.0367)  -0.18
C (-12.5798, -14.8070, 15.4014)  -0.01
C (-11.8689, -15.7924, 16.0992)  -0.06
C (-11.5763, -17.0108, 15.4963)  -0.10
C (-11.9209, -17.2623, 14.2018)  -0.09
C (-12.5293, -16.2399, 13.4957)  -0.03
C (-11.0534, -9.3605, 9.9222)  -0.15
C (-10.6630, -8.1913, 10.5605)  -0.02
C (-9.3596, -7.8081, 10.2599)  -0.10
C (-8.5954, -8.4936, 9.3535)  -0.07
C (-9.0524, -9.6878, 8.7458)  -0.06
C (-10.2893, -10.1500, 9.0430)  -0.05
H (-16.1138, -9.4511, 8.8468)  0.07
H (-16.6477, -8.8999, 10.4911)  0.09
H (-16.6625, -10.6492, 10.0803)  0.11
H (-13.5177, -8.8779, 8.5615)  0.11
H (-16.1046, -10.7059, 12.5750)  0.09
H (-14.5269, -8.0877, 16.4883)  0.14
H (-16.8782, -9.7851, 16.2104)  0.09
H (-16.5045, -10.9582, 14.9215)  0.04
H (-17.2171, -9.3647, 14.3864)  0.12
H (-11.9633, -8.0110, 17.2095)  0.15
H (-10.2431, -6.2376, 17.5626)  0.13
H (-9.1806, -5.1853, 15.6046)  0.08
H (-9.9181, -5.6239, 13.3149)  0.11
H (-11.8346, -7.1491, 13.0196)  0.06
H (-15.1428, -15.4882, 12.6991)  0.12
H (-17.0140, -13.7433, 11.0566)  0.09
H (-17.4226, -12.1183, 11.7784)  0.05
H (-17.6632, -13.5524, 12.7737)  0.10
H (-12.7461, -13.8250, 15.8263)  0.09
H (-11.5803, -15.6291, 17.1244)  0.10
H (-11.1487, -17.7941, 16.1168)  0.11
H (-11.6292, -18.1435, 13.7545)  0.09
H (-12.8459, -16.5015, 12.4957)  0.11
H (-11.3400, -7.6429, 11.1717)  0.10
H (-9.0549, -6.8367, 10.5964)  0.11
H (-7.6513, -8.1694, 8.9750)  0.10
H (-8.4306, -10.2252, 8.0126)  0.12
H (-10.6564, -11.0519, 8.6217)  0.08
Cl (-9.4829, -10.3178, 19.8390)  0.69
C (-10.4756, -10.6587, 18.4950)  -0.71
C (-11.8024, -11.1193, 18.6682)  -0.70
Cl (-12.3606, -11.2755, 20.2825)  0.69
C (-12.6651, -11.3385, 17.6480)  -0.67
Cl (-14.2994, -11.7067, 17.8425)  0.77
C (-12.1597, -11.2000, 16.3522)  -0.31
O (-12.6734, -11.5723, 15.1404)  -0.29
C (-10.8912, -10.7077, 16.1407)  -0.36
O (-10.5402, -10.5421, 14.8559)  -0.26
C (-10.0372, -10.3789, 17.1898)  -0.63
Cl (-8.5851, -9.5639, 16.9497)  0.79
S (-10.2147, -13.0167, 13.6430)  0.77
C (-10.0854, -14.4446, 12.6288)  -0.56
C (-9.3905, -15.4686, 13.3476)  -0.15
C (-9.0799, -16.6785, 12.7925)  -0.11
C (-9.4463, -16.9104, 11.4978)  -0.08
C (-10.1339, -15.9373, 10.7776)  -0.14
C (-10.5274, -14.7303, 11.2879)  -0.38
As (-11.4331, -13.3924, 10.2282)  1.37
C (-10.4387, -13.6976, 8.6203)  -0.42
C (-9.1174, -13.2839, 8.7075)  -0.15
C (-8.2518, -13.3778, 7.6528)  -0.09
C (-8.6712, -13.8118, 6.3846)  -0.06
C (-9.9853, -14.3239, 6.2996)  -0.07
C (-10.7988, -14.3109, 7.4503)  -0.10
C (-13.0682, -14.2283, 9.6032)  -0.39
C (-13.2098, -15.6238, 9.6896)  -0.12
C (-14.3521, -16.2969, 9.3025)  -0.08
C (-15.3641, -15.5366, 8.7449)  -0.10
C (-15.2615, -14.1592, 8.6874)  -0.10
C (-14.1320, -13.4646, 9.1232)  -0.10
H (-9.2420, -15.3503, 14.4327)  0.10
H (-8.6630, -17.5038, 13.4276)  0.13
H (-9.2814, -17.8456, 10.9716)  0.11
H (-10.3983, -16.1860, 9.7815)  0.09
H (-8.7115, -12.7957, 9.6071)  0.10
H (-7.3113, -12.9263, 7.8141)  0.09
H (-7.9568, -13.6744, 5.5651)  0.10
H (-10.3582, -14.6799, 5.3555)  0.09
H (-11.8449, -14.5530, 7.2519)  0.10
H (-12.3539, -16.2453, 10.0164)  0.09
H (-14.3480, -17.3807, 9.4891)  0.12
H (-16.1582, -16.0892, 8.3246)  0.09
H (-16.1205, -13.5762, 8.2770)  0.12
H (-14.0201, -12.3968, 9.1169)  0.08
F (-7.5363, -10.0420, 13.8454)  0.12
C (-8.1338, -9.4650, 12.7555)  -0.54
F (-8.8191, -8.4188, 13.1280)  0.18
F (-7.1671, -9.0077, 11.9491)  0.16
C (-9.0188, -10.5928, 12.1477)  -0.55
O (-8.5017, -11.4340, 11.5128)  0.15
O (-10.2988, -10.5191, 12.3295)  -0.26